Density functional theory data (wB97M-V/def2-TZVPD) for a molecular structure, C38H27Co2N2O6S.

## Properties
Highest occupied orbital energy: -3.809 eV
Net charge: -1
Total energy: -141197.5347 eV
E_LUMO: 1.969 eV
Spin multiplicity: 1

Last column: Löwdin charge in e.
Element x y z (Å)
C: 5.290 -4.452 2.358  -0.100
C: 4.769 -3.241 2.823  -0.080
C: 3.667 -2.673 2.189  -0.023
C: 3.090 -3.296 1.085  -0.210
C: 1.887 -2.631 0.426  -0.195
C: 0.564 -3.156 0.982  -0.176
C: -0.549 -2.313 0.997  -0.034
C: -1.759 -2.724 1.557  -0.062
C: -1.879 -4.018 2.079  -0.097
C: -0.783 -4.883 2.035  -0.094
C: 0.429 -4.454 1.485  -0.036
C: 1.899 -2.688 -1.119  -0.312
C: 3.224 -2.221 -1.701  -0.131
C: 3.193 -2.176 -3.205  -0.121
N: 1.978 -1.478 -3.635  -0.037
C: 1.835 -0.855 -4.883  -0.234
C: 0.584 -0.239 -5.015  -0.475
C: 0.295 0.510 -6.151  -0.088
C: 1.277 0.656 -7.139  -0.098
C: 2.534 0.040 -6.995  -0.091
C: 2.814 -0.731 -5.860  -0.027
S: -0.413 -0.510 -3.609  1.094
C: 0.893 -1.403 -2.807  -0.576
N: 0.803 -1.870 -1.612  0.088
C: 3.603 -4.505 0.621  -0.068
C: 4.701 -5.088 1.263  -0.082
H: 6.156 -4.897 2.849  0.096
H: 5.218 -2.731 3.674  0.101
H: 3.234 -1.737 2.541  0.122
H: 1.942 -1.562 0.682  0.147
H: -0.450 -1.322 0.557  0.099
H: -2.599 -2.029 1.584  0.108
H: -2.819 -4.356 2.513  0.097
H: -0.856 -5.895 2.435  0.095
H: 1.281 -5.129 1.466  0.099
H: 1.755 -3.751 -1.408  0.154
H: 3.433 -1.217 -1.300  0.142
H: 4.036 -2.882 -1.382  0.115
H: 4.063 -1.648 -3.595  0.118
H: 3.189 -3.196 -3.611  0.135
H: -0.693 0.969 -6.231  0.111
H: 1.067 1.253 -8.026  0.098
H: 3.292 0.170 -7.771  0.100
H: 3.780 -1.222 -5.723  0.103
H: 3.135 -5.008 -0.225  0.117
H: 5.089 -6.039 0.898  0.099
O: -3.204 1.651 4.065  0.095
C: -3.798 2.045 3.155  -0.168
Co: -4.525 2.850 1.786  0.068
C: -5.264 1.506 1.014  -0.215
O: -5.817 0.608 0.522  0.064
C: -5.781 3.908 2.208  -0.244
O: -6.351 4.777 2.703  0.060
C: -2.814 3.910 1.264  -0.288
C: -2.209 4.467 2.481  -0.208
C: -3.019 5.105 3.467  -0.058
C: -2.559 5.285 4.758  -0.107
C: -1.222 5.055 5.085  -0.119
C: -0.364 4.557 4.087  -0.105
C: -0.832 4.281 2.790  -0.035
C: -2.291 2.914 0.390  -0.391
C: -1.472 1.854 0.483  -0.024
Co: -3.378 4.003 -0.419  0.082
C: -4.493 5.329 -0.293  -0.145
O: -5.231 6.202 -0.103  0.117
C: -2.187 4.668 -1.615  -0.076
O: -1.373 5.098 -2.300  0.136
C: -4.285 2.910 -1.565  -0.089
O: -4.885 2.223 -2.270  0.125
H: -4.050 5.386 3.250  0.088
H: -3.284 5.627 5.514  0.103
H: -0.842 5.269 6.092  0.089
H: 0.688 4.338 4.328  0.093
H: -0.162 3.860 2.045  0.098
H: -1.329 1.219 -0.383  0.022
H: -0.861 1.722 1.367  0.041